Entry 1:
Below is a 2-piece molecular cluster, C4H8NO3 overall in a non-equilibrium geometry, with properties calculated with ωB97M-V/def2-TZVPD.

The spin multiplicity is 2. Its lowest unoccupied orbital energy (alpha / beta) is 0.0246 / -0.0911 Eh. The frontier orbital gap (alpha / beta) is 10.869 / 7.732 eV. As for the expectation value of S²: 0.7535. As for the energy above the lowest of the compared OMol25 structures with the same formula, charge and spin: 60.5 kcal/mol.

Cartesian coordinates (Å):
1 O 3.053 -1.946 0.082
2 C 2.250 -1.398 -0.667
3 O 2.856 -0.585 -1.604
4 C -0.360 0.994 0.939
5 C -0.960 0.028 -0.038
6 C -2.458 -0.033 0.022
7 O -3.191 1.091 -0.306
8 N -0.844 1.781 1.851
9 H 3.788 -0.798 -1.536
10 H 0.758 1.044 0.645
11 H -0.530 -0.052 -1.087
12 H -0.543 -0.960 0.209
13 H -2.784 -0.452 0.977
14 H -2.699 -0.734 -0.889
15 H -2.771 1.914 -0.118
16 H -1.889 1.552 1.930

Entry 2:
Below is a 2-piece molecular cluster, C7H17NO overall in a non-equilibrium geometry, with properties calculated with ωB97M-V/def2-TZVPD.

Its lowest unoccupied orbital energy is 0.0240 Eh. The structure (SMILES) is CC(N)=O.CCCCC. The frontier orbital gap is 10.706 eV. As for the energy above the lowest of the compared OMol25 structures with the same formula, charge and spin: 105.5 kcal/mol.

Cartesian coordinates (Å):
1 C 2.782 -1.330 -0.226
2 C 2.548 0.080 0.434
3 N 2.561 1.118 -0.677
4 O 2.270 0.263 1.628
5 H 3.459 -1.152 -1.113
6 H 1.780 -1.909 -0.206
7 H 3.672 -1.751 0.487
8 H 2.922 2.194 -0.422
9 H 2.989 0.796 -1.632
10 C -1.712 -2.385 -0.317
11 C -1.512 -1.162 0.724
12 C -1.402 0.040 -0.006
13 C -1.356 1.396 0.796
14 C -1.401 2.611 -0.321
15 H -2.473 -2.400 -1.186
16 H -0.667 -2.572 -1.009
17 H -1.735 -3.247 0.450
18 H -0.733 -1.204 1.459
19 H -2.545 -1.366 1.231
20 H -0.500 -0.030 -0.777
21 H -2.288 0.181 -0.583
22 H -0.242 1.601 1.377
23 H -2.291 1.460 1.447
24 H -2.439 2.827 -0.829
25 H -1.225 3.595 0.187
26 H -0.462 2.346 -0.916

Entry 3:
Below is a 2-piece molecular cluster, C2H3NO3 overall in a non-equilibrium geometry, with properties calculated with ωB97M-V/def2-TZVPD.

Its lowest unoccupied orbital energy is -0.0193 Eh. The frontier orbital gap is 9.746 eV. As for the energy above the lowest of the compared OMol25 structures with the same formula, charge and spin: 185.6 kcal/mol.

Cartesian coordinates (Å):
1 C -1.879 0.109 0.187
2 C -0.685 -0.132 -0.730
3 N 2.130 -0.284 0.011
4 O 2.949 -0.419 -0.834
5 O 2.311 0.215 1.106
6 O -1.074 1.039 -0.569
7 H -2.988 -0.065 -0.100
8 H -1.795 0.043 1.257
9 H 1.031 -0.505 -0.329